Density functional theory data (wB97M-V/def2-TZVPD) for one molecule with the formula C10H15N3.

Structure (ORCA input):
```
! RIJCOSX wB97M-V def2-TZVPD def2/J DEFGRID3
* xyz 0 1
C -0.9032 2.5875 -0.1130
C -1.5237 1.2008 -0.1008
C -2.8928 0.9904 -0.2270
C -3.4404 -0.2755 -0.2067
C -2.6013 -1.3796 -0.0519
C -1.2399 -1.2305 0.1507
C -0.3792 -2.4344 0.4525
C -0.7168 0.0875 0.0985
N 0.6710 0.3729 0.3924
N 1.4520 -0.3141 -0.3013
N 2.7295 -0.1061 -0.0368
C 3.1013 0.9898 0.8602
C 3.6803 -0.6479 -0.9702
H -1.6793 3.3220 -0.3000
H -0.1048 2.6621 -0.8683
H -0.4349 2.8265 0.8433
H -3.5681 1.8314 -0.4092
H -4.5086 -0.3905 -0.3088
H -3.0023 -2.3690 -0.0175
H 0.2404 -2.7816 -0.4020
H -1.0528 -3.2313 0.7932
H 0.3280 -2.2577 1.2642
H 4.1755 0.9822 1.0060
H 2.6114 0.8418 1.8310
H 2.7866 1.9899 0.4685
H 4.5685 -1.0228 -0.4296
H 3.9670 0.1093 -1.7263
H 3.2008 -1.5106 -1.4778
*
```

Values from the calculation:
LUMO (eV): 0.84
Structure (SMILES): Cc1cccc(C)c1/N=N/N(C)C
Gap between HOMO and LUMO (eV): 8.9739
HOMO level (eV): -8.138

***

Density functional theory data (wB97M-V/def2-TZVPD) for an isolated ion of composition C10H15N4S and charge +1.

Structure (ORCA input):
```
! RIJCOSX wB97M-V def2-TZVPD def2/J DEFGRID3
* xyz 1 3
C -0.7263 2.3587 2.5042
C -1.6848 1.3966 2.2417
C 0.4697 2.3554 1.8012
C -1.4573 0.4337 1.2712
C 0.6982 1.4075 0.8235
C -0.2667 0.4368 0.5551
C -0.0309 -0.5449 -0.5578
C 1.2497 -2.0279 0.9487
C 1.6865 -2.1623 -1.4340
C -1.0976 1.6685 -2.0586
N -1.0622 -1.5426 -0.6489
N -1.5752 -1.6131 -1.7351
N -1.8159 -1.3929 -2.8048
N 1.2879 -1.2799 -0.3209
S 0.1618 0.3741 -2.1984
H -0.9045 3.1204 3.2454
H -2.6189 1.3884 2.7792
H 1.2248 3.0981 2.0015
H -2.2015 -0.3211 1.0689
H 1.6144 1.4460 0.2493
H 2.2302 -2.4507 1.1599
H 0.9606 -1.3679 1.7638
H 0.5190 -2.8308 0.8696
H 2.6695 -2.5798 -1.2287
H 0.9695 -2.9750 -1.5362
H 1.7284 -1.5979 -2.3648
H -1.9084 1.3329 -1.4196
H -1.4633 1.8318 -3.0689
H -0.6473 2.5747 -1.6642
H 1.9906 -0.5368 -0.2423
*
```

Values from the calculation:
LUMO (spin up / spin down) (eV): -2.77 / -6.63
Gap between HOMO and LUMO (spin up / spin down) (eV): 5.9001 / 6.3620
HOMO level (spin up / spin down) (eV): -8.668 / -12.995

***

Density functional theory data (wB97M-V/def2-TZVPD) for C10H15N6O2PdS as an isolated structure.

Structure (ORCA input):
```
! RIJCOSX wB97M-V def2-TZVPD def2/J DEFGRID3
* xyz -1 1
Pd 0.8214 0.1598 -0.5398
C -2.0584 -2.9036 -2.2598
C -1.4627 -1.7096 -1.5789
N -0.5515 -0.9421 -2.0626
N -0.0811 -1.2274 -3.3267
C 1.1930 -0.9388 -3.4465
N 1.7057 -1.1338 -4.7360
S 2.3234 -0.4645 -2.2286
C -1.9165 -1.3426 -0.2176
C -3.1947 -1.7050 0.2288
C -3.6005 -1.3526 1.4977
C -2.7191 -0.6411 2.3070
C -1.4735 -0.3293 1.7976
N -1.0562 -0.6810 0.5768
H -1.4515 -3.1650 -3.1232
H -3.0724 -2.6989 -2.6199
H -2.1243 -3.7616 -1.5863
H 0.9981 -0.9959 -5.4438
H 2.5512 -0.6066 -4.8884
H -3.8606 -2.2404 -0.4337
H -4.5917 -1.6180 1.8462
H -2.9821 -0.3377 3.3113
H -0.7547 0.2345 2.3781
C 2.5686 2.7159 3.9129
O 1.3619 2.4723 3.2169
C 1.3513 2.4277 1.8457
O 0.3052 2.2137 1.2874
N 2.5402 2.6956 1.2397
N 2.7383 2.4350 -0.1323
H 2.3049 2.7654 4.9669
H 3.0218 3.6640 3.6131
H 3.2814 1.8972 3.7740
H 3.3810 2.5919 1.7798
H 2.3839 1.4640 -0.3151
H 2.1201 3.0584 -0.6408
*
```

Values from the calculation:
LUMO (eV): 2.82
Gap between HOMO and LUMO (eV): 4.8352
HOMO level (eV): -2.012

***

Density functional theory data (wB97M-V/def2-TZVPD) for a 2-piece molecular cluster, C10H15NO overall.

Structure (ORCA input):
```
! RIJCOSX wB97M-V def2-TZVPD def2/J DEFGRID3
* xyz 0 1
C 2.7684 -0.1841 2.5573
C 1.3909 0.2235 2.0536
C 1.4341 0.8612 0.7836
C 0.2348 1.3257 0.2468
C -0.9761 1.1432 0.9171
C -0.9743 0.5866 2.1653
C 0.1897 0.0626 2.7293
H 2.6723 -1.1773 3.0043
H 3.0433 0.5375 3.3308
H 3.5359 -0.1251 1.7952
H 2.3791 1.0342 0.2931
H 0.3026 1.7160 -0.7654
H -1.8545 1.5481 0.4315
H -1.9476 0.4065 2.6073
H 0.2533 -0.5290 3.6197
C 0.8549 -1.5668 -1.6276
C -0.6405 -1.4187 -1.4507
C -1.2324 -0.3291 -2.3069
N -2.5414 -0.0523 -2.0853
O -0.6012 0.2267 -3.1859
H 1.2390 -1.5513 -2.6380
H 1.0996 -2.5925 -1.2792
H 1.4296 -0.9592 -0.9419
H -1.1198 -2.4035 -1.4553
H -0.8229 -1.2217 -0.3839
H -2.9889 0.6374 -2.6660
H -3.1647 -0.6947 -1.6299
*
```

Values from the calculation:
LUMO (eV): 0.83
Structure (SMILES): Cc1ccccc1.CCC(N)=O
Gap between HOMO and LUMO (eV): 9.8761
HOMO level (eV): -9.046

***

Density functional theory data (wB97M-V/def2-TZVPD) for a 2-piece molecular cluster, C10H15NO overall.

Structure (ORCA input):
```
! RIJCOSX wB97M-V def2-TZVPD def2/J DEFGRID3
* xyz 0 1
C 1.5460 0.3096 -0.3817
C 1.7923 -0.8942 0.3473
C 2.5534 -1.9856 -0.0720
C 2.5555 -3.1828 0.6705
C 1.7165 -3.3749 1.7569
C 1.1429 -2.2622 2.4216
C 1.2584 -1.0472 1.7067
H 0.6719 0.2245 -1.1786
H 2.4204 0.6961 -1.0005
H 1.3073 1.0676 0.4461
H 2.9998 -1.9876 -0.9564
H 3.5423 -3.7672 0.3853
H 1.4485 -4.3824 2.0519
H 0.6526 -2.1957 3.3392
H 0.8267 -0.1268 2.1031
C -1.3190 2.3811 0.0396
C -2.7517 2.4404 -0.5194
C -3.0297 1.2823 -1.4601
N -2.2458 1.1667 -2.6838
O -3.9109 0.5007 -1.2132
H -0.5431 2.3581 -0.6623
H -1.0344 1.5913 0.7826
H -1.4506 3.3830 0.3707
H -3.4279 2.4671 0.3912
H -3.0167 3.4198 -0.8782
H -2.2918 0.2109 -3.1850
H -1.4130 1.7075 -2.6214
*
```

Values from the calculation:
LUMO (eV): 0.70
Structure (SMILES): Cc1ccccc1.CCC(N)=O
Gap between HOMO and LUMO (eV): 9.4479
HOMO level (eV): -8.750

***

Density functional theory data (wB97M-V/def2-TZVPD) for a 2-piece molecular cluster, C10H15NO overall.

Structure (ORCA input):
```
! RIJCOSX wB97M-V def2-TZVPD def2/J DEFGRID3
* xyz 1 2
C -0.2268 1.7534 -2.5774
C 1.5936 3.0032 0.3905
C 0.7410 2.9118 -0.6858
C 2.3900 1.8580 0.6047
C 0.5791 1.6727 -1.3660
C 2.2186 0.6254 -0.1010
C 1.2249 0.4186 -0.9975
H 1.7084 3.8095 1.1226
H 0.1813 3.7611 -1.0709
H 3.0881 1.7456 1.4295
H 2.9109 -0.1619 0.1453
H -1.1615 1.1610 -2.4017
H 0.1761 1.1931 -3.3701
H 1.1023 -0.4993 -1.5205
H -0.6922 2.6169 -3.0751
C -2.4552 -2.1117 0.5142
C -2.1105 -0.7420 -0.1135
C -1.3415 -2.6744 1.2751
O -1.4375 -3.4337 2.2342
N -0.0312 -2.2673 1.0519
H -3.3427 -2.1813 1.1534
H -2.7377 -2.8435 -0.2488
H -1.4513 -0.7708 -0.9286
H 0.7983 -2.6793 1.4232
H 0.0804 -1.3894 0.5440
H -1.7773 -0.1077 0.7238
H -3.0425 -0.3274 -0.5026
*
```

Values from the calculation:
LUMO (spin up / spin down) (eV): -4.66 / -8.30
Gap between HOMO and LUMO (spin up / spin down) (eV): 7.3196 / 3.6779
HOMO level (spin up / spin down) (eV): -11.975 / -11.974

***

Density functional theory data (wB97M-V/def2-TZVPD) for a 2-piece molecular cluster, C10H15NO2 overall.

Structure (ORCA input):
```
! RIJCOSX wB97M-V def2-TZVPD def2/J DEFGRID3
* xyz 0 1
C -2.2104 3.3687 2.2082
C -1.3058 2.1850 1.9471
C 0.0244 2.4807 1.6794
C 0.9193 1.3844 1.5204
C 0.4172 0.1127 1.7713
O 1.1875 -1.0329 1.6074
C -0.9266 -0.1163 2.0661
C -1.8512 0.9123 1.9943
H -2.3326 3.5277 3.3952
H -3.1990 3.1273 1.8601
H -1.8648 4.3728 1.9780
H 0.4464 3.4928 1.6578
H 2.0199 1.5331 1.5520
H 0.7740 -1.6925 1.0448
H -1.2216 -1.1707 2.1289
H -2.9382 0.8125 2.1201
C 1.1253 -3.3758 -2.7373
C 1.7669 -2.1042 -2.1905
C 0.6406 -1.1618 -2.0564
N 0.4940 -0.0896 -2.8984
O -0.3431 -1.4294 -1.3654
H 1.9272 -4.0494 -3.0506
H 0.3589 -3.2558 -3.4748
H 0.5294 -3.9856 -2.0609
H 2.2272 -2.3027 -1.2091
H 2.6060 -1.9455 -2.8627
H -0.4840 0.1578 -3.0964
H 1.2132 0.2444 -3.5285
*
```

Values from the calculation:
LUMO (eV): 0.83
Structure (SMILES): Cc1ccc(O)cc1.CCC(N)=O
Gap between HOMO and LUMO (eV): 9.0333
HOMO level (eV): -8.199

***

Density functional theory data (wB97M-V/def2-TZVPD) for a 2-piece molecular cluster, C10H15NO2 overall.

Structure (ORCA input):
```
! RIJCOSX wB97M-V def2-TZVPD def2/J DEFGRID3
* xyz 0 1
C 1.4190 -2.2581 0.8381
C 0.4795 -1.2153 1.4426
C 0.9183 -0.0041 2.0282
C 0.1077 1.0953 2.2142
C -1.2740 0.9842 1.9845
O -2.0118 2.1163 2.0286
C -1.7659 -0.2801 1.6949
C -0.9105 -1.3542 1.4197
H 1.1354 -3.2068 1.2835
H 2.4353 -1.9035 0.9360
H 1.2612 -2.1429 -0.2278
H 1.9401 -0.0368 2.3767
H 0.4518 2.0515 2.5964
H -2.8939 2.0489 2.3713
H -2.8227 -0.4123 1.4020
H -1.3206 -2.2465 0.9919
C 2.3919 0.5446 -3.0125
C 1.2402 0.7407 -1.9799
C 0.0222 -0.1044 -2.2841
N -1.1303 0.5353 -1.9406
O 0.0295 -1.0614 -3.0301
H 2.2081 -0.3940 -3.5388
H 3.4532 0.5777 -2.7492
H 2.2944 1.3128 -3.7911
H 1.5762 0.4705 -0.9727
H 1.0719 1.8093 -2.0085
H -2.0089 0.0831 -2.1337
H -1.2143 1.3660 -1.3820
*
```

Values from the calculation:
LUMO (eV): 0.62
Structure (SMILES): Cc1ccc(O)cc1.CCC(N)=O
Gap between HOMO and LUMO (eV): 9.1456
HOMO level (eV): -8.524

***

Number 1: total energy -554.26024 hartree. Number 2: total energy -1006.78218 hartree. Number 3: total energy -1395.14785 hartree. Number 4: total energy -520.04249 hartree. Number 5: total energy -519.95346 hartree. Number 6: total energy -519.68898 hartree. Number 7: total energy -595.25451 hartree. Number 8: total energy -595.27047 hartree.